8
Properties=species:S:1:pos:R:3 method="wB97M-V/def2-TZVPD" smiles=Nc1nnon1 homo_lumo_gap_ev=11.4661 de_lowest_kcal_mol=40.5 e_homo_ev=-11.15 spin_multiplicity=1
O 1.403 -0.494 1.433
N 0.517 1.084 0.320
N 1.373 0.859 1.208
N -1.038 -0.337 -0.991
N 0.518 -1.103 0.631
C -0.026 -0.136 -0.047
H -1.904 0.089 -0.673
H -0.794 0.087 -1.879